24
Properties=species:S:1:pos:R:3 method="wB97M-V/def2-TZVPD" orbital_gap_ev=6.8 total_charge=+3 multiplicity=1 max_force_ev_per_a=7.92 total_energy_ev=-21642.70966
Y 0.09712 -0.59286 -1.15322
C 0.10452 0.24856 1.22419
O -0.01496 0.97928 2.11029
C 0.03883 1.95102 -0.77450
O 0.01349 2.91525 -0.14210
C -2.01544 -0.13868 -0.10672
O -2.92102 0.07419 0.59968
C 2.19647 0.02900 -0.15393
O 3.13760 0.33345 0.45298
C -0.00261 -1.57648 -4.47393
H 0.92596 -2.13952 -4.38535
H -0.92946 -2.13828 -4.36284
C -0.00613 -0.26925 -4.80755
H -0.93269 0.28044 -4.96747
H 0.91652 0.27965 -4.99133
N -1.15352 -3.01594 1.03054
C -0.70804 -4.00144 1.81290
C 0.65737 -4.08464 1.65107
C 0.99205 -3.06973 0.75877
N -0.14543 -2.43600 0.31387
H -2.10500 -2.71422 1.03500
H -1.39930 -4.64898 2.32034
H 1.30328 -4.82874 2.08789
H 1.96040 -2.74069 0.47642